1.
C10H25Cl2FOP | ωB97M-V/def2-TZVPD

The molecular weight comes out at 282.2 g/mol. As for the gap between HOMO and LUMO: 6.41 eV. For the total energy, the calculation gives -49872.76988 eV. The net charge is -1.

Geometry (Å):
C  4.23  0.32  1.98
C  3.21  -0.02  0.90
C  2.90  -1.53  0.94
C  1.91  0.80  0.96
C  2.09  2.25  1.42
C  1.21  0.78  -0.41
O  -0.08  1.26  -0.31
P  -1.33  0.43  -1.29
C  -2.59  0.92  0.08
C  -2.26  0.37  1.46
C  -2.89  -0.98  1.76
F  -4.07  -0.83  2.54
H  4.42  1.39  2.07
H  5.19  -0.17  1.76
H  3.90  -0.05  2.96
H  3.67  0.18  -0.08
H  3.78  -2.10  1.26
H  2.61  -1.91  -0.03
H  2.09  -1.74  1.64
H  1.23  0.30  1.66
H  2.97  2.71  0.96
H  2.19  2.33  2.50
H  1.21  2.82  1.11
H  1.82  1.39  -1.10
H  1.21  -0.25  -0.80
H  -1.59  1.69  -2.00
H  -0.32  0.07  -2.28
H  -1.03  -0.83  -0.54
H  -2.35  -0.25  -2.06
H  -3.55  0.51  -0.25
H  -2.69  2.00  0.09
H  -2.59  1.05  2.26
H  -1.17  0.27  1.56
H  -3.18  -1.50  0.85
H  -2.23  -1.63  2.35
C  -3.61  -2.00  -4.93
Cl  -4.37  -0.80  -3.89
Cl  -2.62  -3.16  -4.03
H  -4.39  -2.55  -5.44
H  -2.97  -1.48  -5.63

2.
C10H25HgNO7 | ωB97M-V/def2-TZVPD

The molecular weight comes out at 471.9 g/mol. As for the gap between HOMO and LUMO: 3.13 eV. For the total energy, the calculation gives -30764.41104 eV. The net charge is -2.

Geometry (Å):
Hg  0.36  2.00  -0.90
O  1.26  3.61  -2.18
C  1.02  3.21  -3.53
C  1.09  1.65  -3.75
O  0.42  0.94  -2.78
H  1.71  3.80  -4.26
H  -0.01  3.53  -3.77
H  2.20  1.32  -3.91
H  0.60  1.41  -4.72
O  -0.01  1.85  1.31
C  1.04  1.42  2.09
C  -1.27  -1.27  4.77
O  -0.25  -1.95  4.95
H  1.92  2.01  2.14
H  1.32  0.28  2.07
H  -1.55  -0.64  5.62
H  -1.95  -1.49  3.93
C  3.25  -2.20  1.23
O  2.01  -1.66  1.10
C  0.99  -2.59  1.25
C  -0.29  -1.87  0.99
N  -0.53  -1.71  -0.41
C  -1.67  -0.90  -0.68
C  -2.10  -0.82  -2.17
O  -3.14  0.17  -2.42
C  -2.61  1.38  -3.02
H  3.48  -3.11  0.62
H  3.48  -2.47  2.27
H  3.97  -1.41  1.07
H  1.01  -2.91  2.36
H  1.18  -3.41  0.61
H  -0.22  -0.90  1.59
H  -1.08  -2.54  1.42
H  0.25  -1.28  -0.84
H  -1.54  0.12  -0.28
H  -2.59  -1.24  -0.14
H  -2.55  -1.73  -2.56
H  -1.21  -0.60  -2.72
H  -3.31  1.63  -3.80
H  -1.64  1.17  -3.42
H  -2.60  2.19  -2.32
O  -0.25  1.50  4.74
H  0.39  2.17  4.51
H  -0.60  1.34  3.93

3.
C10H25N3NiO2S2 | ωB97M-V/def2-TZVPD

As for the multiplicity: 3. The molecular weight comes out at 342.2 g/mol. Its expectation value of S² is 2.008. As for the gap between HOMO and LUMO (alpha / beta): 8.96 / 6.97 eV. The relative energy (zero: lowest compared OMol25 entry of this formula, charge and spin) is 70.5 kJ/mol. For the total energy, the calculation gives -82037.78104 eV. The net charge is +2.

Geometry (Å):
Ni  0.28  -0.02  -0.06
S  1.19  -1.06  1.67
S  -0.12  1.17  -1.88
C  2.75  -0.10  1.76
C  1.83  -2.54  0.81
C  2.21  -2.25  -0.63
N  1.11  -1.52  -1.28
C  1.47  -0.99  -2.62
C  0.38  -0.08  -3.12
H  1.04  -3.31  0.86
H  2.69  -2.89  1.38
H  2.43  -3.18  -1.17
H  3.10  -1.62  -0.70
H  1.64  -1.83  -3.32
H  2.44  -0.48  -2.52
H  -0.52  -0.64  -3.38
H  0.70  0.48  -4.00
C  1.41  2.19  -1.88
H  0.29  -2.14  -1.38
H  2.25  1.69  -1.38
H  1.15  3.11  -1.35
H  1.67  2.43  -2.91
H  2.58  0.70  2.49
H  3.03  0.34  0.79
H  3.55  -0.75  2.12
C  -1.69  -2.03  -0.57
C  -2.77  -1.58  0.16
H  -1.07  -2.81  -0.12
H  -1.66  -1.84  -1.64
H  -3.06  -2.03  1.10
H  -3.54  -0.95  -0.28
C  -3.92  2.69  2.51
O  -3.67  1.38  1.90
C  -2.42  1.06  1.58
O  -2.07  -0.12  1.31
N  -1.50  2.05  1.56
N  -0.15  1.66  1.21
H  -3.43  2.79  3.49
H  -5.00  2.69  2.67
H  -3.67  3.52  1.84
H  -1.63  2.88  2.14
H  0.31  2.46  0.77
H  0.38  1.46  2.07

4.
C10H25O2S | ωB97M-V/def2-TZVPD

The molecular weight comes out at 209.4 g/mol. As for the gap between HOMO and LUMO: 8.01 eV. For the total energy, the calculation gives -25694.07491 eV. The net charge is +1.

Geometry (Å):
C  3.21  -1.11  1.70
C  2.80  -2.49  0.91
C  1.62  -3.35  1.66
C  0.72  -4.12  0.53
S  -0.99  -3.40  0.24
C  -0.83  -1.51  0.47
C  -1.33  -1.21  2.02
H  2.46  -0.78  2.54
H  3.25  -0.20  0.93
H  4.29  -1.15  2.19
H  2.45  -2.16  -0.18
H  3.72  -3.23  0.80
H  1.01  -2.67  2.41
H  2.14  -4.20  2.31
H  1.31  -4.06  -0.50
H  0.56  -5.27  0.79
H  -1.89  -3.82  1.26
H  -1.49  -0.98  -0.35
H  0.30  -1.19  0.39
H  -2.49  -1.01  2.06
H  -0.70  -0.37  2.56
H  -1.11  -2.21  2.63
C  -0.48  2.00  -0.31
O  -1.77  2.05  -0.91
C  -2.34  3.36  -0.86
C  -2.17  4.09  -2.20
O  -0.79  4.35  -2.48
C  -0.23  3.41  -3.39
H  0.01  1.07  -0.62
H  0.15  2.84  -0.60
H  -0.59  1.98  0.78
H  -1.91  3.94  -0.04
H  -3.41  3.24  -0.67
H  -2.67  5.06  -2.14
H  -2.63  3.53  -3.02
H  -0.55  3.66  -4.41
H  -0.52  2.39  -3.15
H  0.86  3.49  -3.34

5.
C10H26BrMnN2O3 | ωB97M-V/def2-TZVPD

As for the multiplicity: 6. The molecular weight comes out at 357.2 g/mol. Its expectation value of S² is 8.755. As for the gap between HOMO and LUMO (alpha / beta): 5.27 / 5.12 eV. The relative energy (zero: lowest compared OMol25 entry of this formula, charge and spin) is 323.2 kJ/mol. For the total energy, the calculation gives -121270.07612 eV. The net charge is +1.

Geometry (Å):
Mn  -1.04  2.57  -3.35
Br  -1.52  1.75  -1.05
C  2.32  -0.18  -3.32
C  1.37  1.01  -3.13
C  1.97  2.33  -3.53
O  0.97  3.30  -3.23
C  1.48  4.63  -3.37
N  0.16  0.85  -3.94
H  3.24  -0.06  -2.74
H  2.63  -0.31  -4.36
H  1.89  -1.13  -3.02
H  1.03  1.00  -2.09
H  2.28  2.32  -4.58
H  2.89  2.37  -2.94
H  2.02  4.74  -4.32
H  2.14  4.87  -2.53
H  0.66  5.34  -3.37
H  0.35  0.91  -4.95
H  -0.24  -0.09  -3.91
C  -1.19  -0.93  5.74
O  -0.95  -0.52  4.41
C  -2.15  0.06  3.89
C  -2.05  0.38  2.43
N  -1.84  -0.74  1.52
C  -0.68  -1.56  1.73
C  -0.42  -2.39  0.47
O  0.66  -3.29  0.59
C  0.38  -4.35  1.48
H  -1.97  -1.70  5.72
H  -1.54  -0.09  6.36
H  -0.33  -1.33  6.28
H  -2.37  0.96  4.47
H  -2.97  -0.65  4.06
H  -1.22  1.11  2.31
H  -2.96  0.92  2.17
H  -1.86  -0.33  0.59
H  -0.79  -2.28  2.54
H  0.21  -0.96  1.97
H  -0.08  -1.69  -0.31
H  -1.36  -2.84  0.14
H  0.31  -4.02  2.52
H  1.15  -5.12  1.39
H  -0.56  -4.87  1.23

6.
C10H26ClI2N2P2STi | ωB97M-V/def2-TZVPD

As for the multiplicity: 2. The molecular weight comes out at 605.5 g/mol. Its expectation value of S² is 0.774. As for the gap between HOMO and LUMO (alpha / beta): 6.16 / 5.64 eV. The relative energy (zero: lowest compared OMol25 entry of this formula, charge and spin) is 277.7 kJ/mol. For the total energy, the calculation gives -95010.81677 eV. The net charge is +2.

Geometry (Å):
I  0.30  -1.99  -1.13
I  -1.99  0.54  -0.23
Ti  0.91  0.52  0.25
P  0.36  -0.28  2.49
C  -0.55  -1.54  3.44
C  2.08  -0.68  2.97
H  2.13  -0.67  4.06
H  0.25  1.00  4.52
H  2.79  0.05  2.54
H  0.49  2.07  3.08
H  -0.23  -2.54  3.11
H  2.35  -1.68  2.60
C  -0.04  1.20  3.48
H  -0.36  -1.42  4.53
H  -1.11  1.40  3.43
H  -1.62  -1.43  3.22
P  0.17  0.87  -2.40
C  -0.99  -0.09  -3.46
C  -0.39  2.57  -2.76
H  2.52  1.22  -2.75
H  1.61  1.10  -4.30
H  2.03  -0.37  -3.37
C  1.74  0.68  -3.30
H  0.18  3.26  -2.14
H  -0.23  2.77  -3.83
H  -0.85  0.18  -4.52
H  -2.03  0.06  -3.14
H  -1.46  2.66  -2.52
H  -0.80  -1.17  -3.34
Cl  2.29  2.24  0.34
S  -2.05  -2.97  0.62
C  -3.00  -2.83  -0.75
N  -2.63  -3.44  -1.91
C  -3.60  -3.88  -2.90
C  -4.60  -2.77  -3.19
C  -5.13  -2.14  -1.89
N  -4.07  -2.03  -0.84
H  -1.70  -3.78  -1.89
H  -4.08  -4.77  -2.49
H  -3.10  -4.14  -3.83
H  -5.44  -3.13  -3.79
H  -4.09  -1.99  -3.76
H  -5.89  -2.80  -1.47
H  -5.58  -1.15  -2.11
H  -4.16  -1.41  -0.05

7.
C10H26InN2O3 | ωB97M-V/def2-TZVPD

The molecular weight comes out at 337.1 g/mol. As for the gap between HOMO and LUMO: 4.48 eV. The relative energy (zero: lowest compared OMol25 entry of this formula, charge and spin) is 42.6 kJ/mol. For the total energy, the calculation gives -25053.53977 eV. The net charge is +3.

Geometry (Å):
In  0.59  0.05  1.00
C  1.79  3.34  2.47
O  0.72  2.84  1.63
C  -0.51  3.52  1.91
C  -1.53  3.18  0.83
N  -1.84  1.75  0.95
C  -2.66  1.32  -0.18
C  -3.06  -0.11  0.14
O  -1.89  -0.97  0.05
C  -2.30  -2.35  0.11
H  1.63  3.07  3.51
H  1.93  4.40  2.26
H  2.64  2.85  1.98
H  -0.36  4.59  2.04
H  -0.84  3.14  2.89
H  -1.12  3.42  -0.16
H  -2.43  3.79  0.87
H  -2.44  1.52  1.74
H  -2.10  1.39  -1.11
H  -3.62  1.84  -0.25
H  -3.84  -0.44  -0.56
H  -3.51  -0.19  1.14
H  -2.68  -2.65  1.09
H  -1.39  -2.93  -0.09
H  -3.00  -2.64  -0.68
C  0.52  -3.21  -2.60
C  0.95  -2.42  -1.35
C  2.45  -2.26  -1.25
O  2.73  -1.37  -0.22
C  4.11  -0.93  -0.09
N  0.26  -1.11  -1.38
H  0.92  -4.23  -2.62
H  0.90  -2.76  -3.52
H  -0.56  -3.28  -2.68
H  0.58  -2.98  -0.49
H  2.74  -1.81  -2.21
H  2.90  -3.25  -1.20
H  4.15  -0.12  0.64
H  4.47  -0.56  -1.05
H  4.71  -1.78  0.23
H  0.70  -0.49  -2.07
H  -0.70  -1.17  -1.70

8.
C10H26N2OP | ωB97M-V/def2-TZVPD

The molecular weight comes out at 221.3 g/mol. As for the gap between HOMO and LUMO: 9.43 eV. For the total energy, the calculation gives -25100.31192 eV. The net charge is +1.

Geometry (Å):
N  -0.10  0.51  1.72
P  -0.43  -0.86  2.28
N  -2.18  -1.31  2.52
C  -2.40  -2.69  3.10
C  -3.89  -2.95  3.26
O  -4.51  -1.95  4.02
C  -4.37  -0.68  3.44
C  -2.90  -0.29  3.38
H  -0.82  1.18  1.47
H  0.00  -1.18  3.58
H  -0.07  -2.02  1.57
H  -2.61  -1.30  1.59
H  -1.95  -3.42  2.42
H  -1.88  -2.71  4.06
H  -4.36  -3.06  2.27
H  -4.01  -3.89  3.80
H  -4.81  -0.65  2.44
H  -4.91  0.04  4.06
H  -2.73  0.70  2.97
H  -2.44  -0.36  4.36
C  2.06  -0.13  -1.08
C  3.22  0.69  -1.63
C  2.82  2.11  -2.03
C  1.75  2.19  -3.12
C  2.10  1.46  -4.42
C  3.36  1.99  -5.10
H  1.28  -0.27  -1.83
H  2.40  -1.12  -0.78
H  1.62  0.36  -0.21
H  3.66  0.17  -2.49
H  4.01  0.75  -0.88
H  3.72  2.65  -2.36
H  2.46  2.64  -1.15
H  1.57  3.25  -3.35
H  0.80  1.81  -2.73
H  1.25  1.56  -5.11
H  2.20  0.39  -4.22
H  3.27  3.05  -5.31
H  3.55  1.47  -6.04
H  4.24  1.85  -4.47

9.
C10H26N6O20S2 | ωB97M-V/def2-TZVPD

The molecular weight comes out at 614.5 g/mol. As for the gap between HOMO and LUMO: 9.10 eV. The relative energy (zero: lowest compared OMol25 entry of this formula, charge and spin) is 2522.7 kJ/mol. For the total energy, the calculation gives -82307.63462 eV.

Geometry (Å):
C  -0.22  0.51  -1.13
N  0.99  -0.31  -0.99
O  1.39  -0.28  0.15
O  1.47  -0.90  -1.91
H  -0.34  0.86  -2.15
H  -0.13  1.41  -0.52
H  -1.09  -0.01  -0.73
C  0.14  0.41  2.07
N  1.52  1.00  2.18
O  2.47  0.26  1.78
O  1.56  2.13  2.60
H  -0.42  0.70  1.18
H  -0.44  0.54  2.98
H  0.31  -0.65  1.88
C  0.74  -3.17  -2.85
N  -0.24  -3.13  -1.70
O  0.00  -3.82  -0.71
O  -1.19  -2.40  -1.79
H  0.92  -4.23  -3.01
H  1.63  -2.65  -2.49
H  0.26  -2.78  -3.75
C  2.96  -1.80  -0.78
N  4.06  -2.02  0.26
O  5.13  -2.46  -0.13
O  3.82  -1.71  1.43
H  1.97  -2.20  -0.56
H  3.31  -2.21  -1.73
H  2.87  -0.72  -0.88
C  2.49  -0.98  -3.51
N  1.75  -1.44  -4.74
O  2.05  -2.52  -5.25
O  0.87  -0.69  -5.18
H  1.96  -0.12  -3.09
H  3.53  -0.80  -3.76
H  2.44  -1.59  -2.62
C  -2.88  0.79  -0.74
N  -2.38  2.06  -1.25
O  -2.70  2.42  -2.37
O  -1.57  2.66  -0.56
H  -3.42  0.96  0.20
H  -1.95  0.26  -0.51
H  -3.49  0.27  -1.47
C  -2.45  -1.10  3.72
C  -3.02  -2.30  3.00
O  -2.76  -2.15  1.58
S  -1.80  -0.73  1.34
O  -2.53  0.50  1.08
O  -0.61  -0.94  0.49
O  -1.38  -0.62  2.93
H  -2.21  -1.11  4.79
H  -3.24  -0.37  3.57
H  -4.09  -2.37  3.18
H  -2.42  -3.07  3.49
C  -0.47  3.71  2.71
C  -0.95  2.92  1.41
O  -1.02  3.99  0.53
S  0.32  4.90  0.58
O  0.00  6.21  0.01
O  1.55  4.20  0.23
O  0.16  4.90  2.19
H  0.19  3.18  3.40
H  -1.29  4.04  3.34
H  -1.88  2.38  1.60
H  -0.28  2.19  0.98

10.
C10H26O10SV | ωB97M-V/def2-TZVPD

The molecular weight comes out at 389.3 g/mol. As for the gap between HOMO and LUMO: 7.55 eV. The relative energy (zero: lowest compared OMol25 entry of this formula, charge and spin) is 140.7 kJ/mol. For the total energy, the calculation gives -67789.94186 eV. The net charge is -1.

Geometry (Å):
O  0.63  1.73  0.98
V  0.40  0.31  0.36
O  0.00  0.22  -1.19
C  -2.76  1.34  2.39
C  -2.75  0.28  1.29
C  -3.07  1.08  -0.01
O  -1.53  -0.38  1.21
H  -2.49  0.97  3.39
H  -3.81  1.59  2.59
H  -2.13  2.21  2.25
H  -3.55  -0.43  1.52
H  -4.09  1.46  -0.10
H  -2.83  0.46  -0.87
H  -2.36  1.90  -0.07
C  2.81  -1.07  3.91
C  1.40  -0.98  3.35
O  1.18  -0.99  2.10
O  0.51  -1.05  4.21
H  3.25  -0.07  3.97
H  3.45  -1.65  3.23
H  2.85  -1.60  4.85
C  3.65  -0.44  -0.12
O  2.71  0.49  -0.66
H  4.51  -0.01  0.39
H  3.17  -1.07  0.63
H  4.07  -1.09  -0.89
H  3.05  0.74  -1.52
C  3.76  2.76  2.63
O  5.00  2.80  2.01
H  3.71  1.88  3.29
H  3.47  3.65  3.22
H  2.90  2.65  1.97
H  5.66  2.26  2.42
O  -1.76  -1.49  -6.36
S  -2.08  -0.85  -5.11
O  -3.27  -0.05  -4.90
O  -2.07  -2.04  -4.02
C  -2.36  -1.72  -2.66
C  -3.07  -2.89  -2.00
C  -0.60  0.08  -4.49
H  -3.07  -0.89  -2.68
H  -1.49  -1.40  -2.08
H  -3.75  -2.53  -1.23
H  -2.45  -3.58  -1.42
H  -3.56  -3.50  -2.75
H  -0.16  0.52  -5.39
H  0.01  -0.49  -3.80
H  -1.08  0.84  -3.87

11.
C10H27BBr8O3Si2 | ωB97M-V/def2-TZVPD

The molecular weight comes out at 901.5 g/mol. As for the gap between HOMO and LUMO: 10.03 eV. For the total energy, the calculation gives -593726.17495 eV.

Geometry (Å):
C  3.88  1.39  2.20
C  2.47  1.79  1.78
O  2.49  3.16  1.33
B  1.42  3.97  1.65
O  1.66  5.27  2.00
Si  -0.53  3.45  1.52
O  -0.74  1.79  1.51
Si  -1.96  1.08  2.39
H  4.30  2.11  2.91
H  3.83  0.42  2.71
H  4.55  1.30  1.35
H  2.14  1.16  0.95
H  1.79  1.66  2.62
H  2.61  5.43  2.06
H  -1.27  3.99  2.69
H  -1.14  4.03  0.30
H  -2.22  -0.26  1.84
H  -3.19  1.89  2.32
H  -1.54  0.99  3.81
Br  -3.19  -0.03  -1.39
C  -1.41  -0.80  -1.38
C  -1.43  -2.30  -1.26
Br  -1.90  -2.87  0.53
H  -0.88  -0.34  -0.55
H  -0.94  -0.51  -2.31
H  -0.43  -2.69  -1.44
H  -2.14  -2.77  -1.94
Br  4.51  -3.04  0.93
C  3.62  -3.06  2.65
C  2.12  -3.20  2.53
Br  1.31  -1.58  1.83
H  3.90  -2.13  3.13
H  4.03  -3.90  3.20
H  1.69  -3.36  3.52
H  1.82  -4.00  1.87
Br  4.20  0.04  -1.38
C  4.53  -1.01  -2.97
C  3.27  -1.27  -3.76
Br  2.14  -2.59  -2.89
H  5.00  -1.94  -2.65
H  5.23  -0.44  -3.57
H  3.51  -1.68  -4.74
H  2.67  -0.37  -3.87
Br  -6.79  1.28  -0.95
C  -6.73  0.19  -2.56
C  -8.07  0.12  -3.24
Br  -9.32  -1.03  -2.30
H  -6.37  -0.79  -2.25
H  -6.00  0.66  -3.21
H  -7.96  -0.32  -4.23
H  -8.54  1.09  -3.33